ORCA calculation (the ωB97M-V functional and the def2-TZVPD basis) on 2 unconnected molecules or ions with the total composition C19H24BCl4NO3 at a distorted geometry.

Calculated values
Total energy = -78493.8051 eV
Gap between HOMO and LUMO = 0.1836 Eh
HOMO = -7.64 eV
Relative energy (zero: lowest compared OMol25 entry of this formula, charge and spin) = 0.759 eV

Geometry as XYZ:
```
52
Properties=species:S:1:pos:R:3:nbo_charge:R:1
Cl 3.384 2.030 5.136 -0.2272
B 2.341 0.494 5.119 0.3634
Cl 2.701 -0.491 3.598 -0.2561
Cl 2.701 -0.520 6.620 -0.2471
O 0.939 0.866 5.123 -0.5675
C 0.112 -0.187 5.115 0.5046
C -1.272 -0.020 5.108 -0.2500
C -2.173 -1.111 5.100 -0.0752
C -3.525 -0.881 5.091 -0.2600
C -4.019 0.421 5.090 0.0620
Cl -5.724 0.698 5.079 0.0676
C -3.146 1.505 5.098 -0.2534
C -1.793 1.293 5.107 -0.0668
H 0.552 -1.174 5.116 0.2284
H -1.785 -2.115 5.099 0.2356
H -4.221 -1.703 5.084 0.2439
H -3.543 2.506 5.097 0.2446
H -1.095 2.113 5.113 0.2533
C 3.593 -1.895 0.168 -0.2618
O 2.820 -2.965 -0.278 -0.5037
C 2.754 -2.964 -1.641 0.7887
O 3.279 -2.137 -2.352 -0.5911
C 1.983 -4.125 -2.232 -0.1185
C 2.805 -5.431 -2.156 -0.3979
C 2.719 -6.093 -3.547 -0.4097
C 1.707 -5.260 -4.344 -0.2012
N 1.620 -3.940 -3.674 -0.4731
C 0.766 -2.903 -4.164 0.1642
C 1.245 -1.665 -4.361 -0.1920
C 0.466 -0.530 -4.948 -0.4360
C -0.899 -0.955 -5.529 -0.3926
C -1.565 -2.025 -4.654 -0.3874
C -0.653 -3.253 -4.503 -0.4538
H 3.704 -1.965 1.252 0.2009
H 4.577 -1.932 -0.308 0.1904
H 3.098 -0.958 -0.095 0.1900
H 1.042 -4.235 -1.676 0.1900
H 3.839 -5.175 -1.903 0.2152
H 2.441 -6.094 -1.362 0.2178
H 3.699 -6.084 -4.040 0.2126
H 2.416 -7.145 -3.485 0.2124
H 2.005 -5.123 -5.387 0.2007
H 0.717 -5.723 -4.334 0.1615
H 2.278 -1.502 -4.105 0.2432
H 0.307 0.231 -4.174 0.2053
H 1.067 -0.038 -5.726 0.2156
H -1.558 -0.084 -5.654 0.2055
H -0.761 -1.357 -6.540 0.1945
H -1.776 -1.599 -3.666 0.1941
H -2.541 -2.319 -5.066 0.2047
H -0.655 -3.829 -5.434 0.2046
H -1.040 -3.931 -3.733 0.2067
```

ORCA calculation (the ωB97M-V functional and the def2-TZVPD basis) on 2 unconnected molecules or ions with the total composition C19H24BF9O6S.

Calculated values
Total energy = -68347.8804 eV
SMILES = CCCOCC1=C(S)C(=O)C(C[C@@H](C)F)=C(CB(O)O)C1=O.FC(F)C(F)(F)COC(F)(F)C(F)F
Gap between HOMO and LUMO = 0.2965 Eh
HOMO = -8.85 eV
Relative energy (zero: lowest compared OMol25 entry of this formula, charge and spin) = 0.000 eV

Geometry as XYZ:
```
60
Properties=species:S:1:pos:R:3:nbo_charge:R:1
C -0.868 1.316 1.059 -0.6124
C -1.051 -0.156 1.451 -0.4486
C -0.031 -1.102 0.791 -0.0580
O 0.857 -1.770 1.667 -0.5103
C 1.567 -0.949 2.556 -0.0930
C 2.372 0.133 1.885 -0.1351
C 2.583 1.355 2.397 -0.1970
S 1.938 1.911 3.923 0.0464
C 3.425 2.332 1.620 0.5340
O 4.163 3.097 2.202 -0.5235
C 3.298 2.245 0.134 -0.1088
C 3.354 3.462 -0.768 -0.4602
C 4.005 4.743 -0.233 0.1956
C 4.854 5.444 -1.283 -0.6355
F 2.970 5.610 0.146 -0.3775
C 3.106 1.014 -0.372 0.0941
C 2.970 0.690 -1.829 -0.8418
B 4.359 0.512 -2.588 1.1298
O 4.443 0.672 -3.952 -0.8913
O 5.463 0.173 -1.863 -0.8856
C 3.023 -0.145 0.575 0.5070
O 3.456 -1.239 0.293 -0.4985
H -1.317 1.997 1.780 0.2170
H -1.341 1.500 0.092 0.2058
H 0.185 1.585 0.952 0.1984
H -1.074 -0.286 2.532 0.2116
H -2.037 -0.456 1.093 0.2173
H 0.508 -0.556 0.004 0.1490
H -0.578 -1.900 0.291 0.1938
H 2.251 -1.607 3.100 0.2202
H 0.910 -0.498 3.306 0.1828
H 2.858 2.864 4.111 0.1692
H 3.872 3.181 -1.688 0.2146
H 2.329 3.714 -1.051 0.2430
H 4.626 4.544 0.632 0.2007
H 5.448 6.228 -0.812 0.2211
H 4.235 5.859 -2.076 0.2147
H 5.568 4.723 -1.686 0.2118
H 2.320 1.422 -2.316 0.2340
H 2.448 -0.268 -1.908 0.2684
H 3.753 1.257 -4.274 0.4941
H 6.091 -0.352 -2.367 0.5014
C -5.856 -4.282 -1.528 -0.1334
C -4.929 -3.114 -1.901 0.5958
C -3.566 -3.015 -1.208 0.5197
F -3.697 -2.824 0.119 -0.3210
F -2.904 -1.950 -1.716 -0.3234
F -5.586 -1.942 -1.792 -0.3075
F -4.623 -3.299 -3.220 -0.3300
O -6.922 -4.021 -0.636 -0.5089
C -6.819 -4.172 0.717 0.8501
C -7.085 -2.852 1.451 0.5040
F -6.194 -1.914 1.078 -0.3192
F -6.955 -3.065 2.778 -0.3201
F -5.654 -4.725 1.089 -0.3157
F -7.804 -5.017 1.102 -0.3231
H -6.360 -4.524 -2.463 0.2301
H -5.289 -5.168 -1.240 0.2100
H -2.973 -3.916 -1.387 0.1435
H -8.095 -2.502 1.231 0.1503
```